# 1
Molecular formula: C30H39N3O30S6
Method: DFT, wB97M-V/def2-TZVPD

Positions of all 108 atoms, in Å:
C -6.743 -0.367 0.956
C -6.312 -0.294 -0.508
O -4.878 -0.498 -0.426
S -4.406 0.496 0.763
O -4.637 1.880 0.540
O -3.166 0.071 1.308
O -5.634 -0.001 1.724
H -7.106 -1.355 1.244
H -7.639 0.265 0.968
H -6.436 0.736 -0.844
H -6.716 -1.038 -1.182
C -0.621 -0.933 0.210
C -0.018 0.441 -0.116
O 0.951 0.183 -1.135
S 1.741 -1.160 -0.776
O 2.571 -0.992 0.371
O 2.282 -1.717 -1.958
O 0.344 -1.836 -0.358
H -1.513 -1.067 -0.393
H -0.799 -1.058 1.273
H 0.511 0.922 0.708
H -0.732 1.168 -0.496
C 1.566 -2.781 3.012
C 2.341 -3.676 2.017
O 2.793 -4.824 2.752
S 2.830 -4.527 4.352
O 4.143 -4.101 4.698
O 2.184 -5.536 5.119
O 1.809 -3.285 4.297
H 0.508 -2.871 2.765
H 1.995 -1.788 2.897
H 3.266 -3.179 1.712
H 1.826 -3.948 1.100
C 1.038 4.948 1.087
C 0.331 5.810 0.079
O -1.049 5.778 0.482
S -1.375 4.259 0.989
O -1.883 3.549 -0.144
O -2.048 4.292 2.237
O 0.178 3.785 1.105
H 1.063 5.347 2.102
H 2.004 4.606 0.724
H 0.371 5.351 -0.911
H 0.635 6.854 0.099
C -4.407 -1.754 -4.642
C -4.332 -0.429 -5.402
O -3.155 0.118 -4.817
S -3.067 -0.043 -3.231
O -3.926 0.858 -2.534
O -1.697 -0.124 -2.830
O -3.845 -1.476 -3.331
H -3.817 -2.581 -5.028
H -5.430 -1.981 -4.342
H -5.228 0.179 -5.274
H -4.138 -0.501 -6.468
C -2.139 -4.437 -1.114
C -2.345 -5.313 -2.350
O -1.156 -6.066 -2.574
S 0.071 -5.383 -1.769
O 0.547 -4.242 -2.482
O 0.927 -6.466 -1.467
O -0.888 -4.872 -0.538
H -2.879 -4.536 -0.325
H -1.977 -3.390 -1.378
H -2.568 -4.671 -3.201
H -3.142 -6.053 -2.301
C 1.529 0.425 -6.073
C 0.918 0.022 -7.243
C -0.034 -0.983 -7.211
C -0.344 -1.587 -6.004
C 0.226 -1.167 -4.805
C 1.206 -0.190 -4.863
N -1.297 -2.691 -6.022
O -1.406 -3.317 -4.987
O -1.936 -2.900 -7.030
H 2.317 1.163 -6.157
H 1.145 0.473 -8.200
H -0.513 -1.282 -8.131
H 0.113 -1.619 -3.832
H 1.690 0.153 -3.960
C 5.195 2.758 0.794
C 5.961 3.289 1.819
C 6.022 2.577 3.013
C 5.170 1.531 3.273
C 4.313 1.030 2.294
C 4.299 1.717 1.092
N 5.232 0.820 4.553
O 4.239 0.198 4.865
O 6.176 1.005 5.280
H 5.093 3.187 -0.193
H 6.587 4.148 1.625
H 6.671 3.003 3.768
H 3.769 0.104 2.382
H 3.598 1.494 0.297
C 1.817 4.208 6.540
C 2.171 2.865 6.589
C 1.826 2.009 5.549
C 0.892 2.446 4.634
C 0.450 3.756 4.620
C 0.964 4.656 5.540
N 0.495 1.490 3.574
O -0.488 1.765 2.923
O 1.227 0.544 3.366
H 2.178 4.872 7.314
H 2.834 2.488 7.356
H 2.294 1.042 5.447
H -0.264 4.080 3.874
H 0.689 5.674 5.289

Computed properties:
Orbital gap = 9.364 eV
Highest occupied orbital energy = -9.95 eV
Multiplicity = 1
Electronic energy = -162634.396 eV



# 2
Molecular formula: C2H11N2O2
Method: DFT, wB97M-V/def2-TZVPD

Positions of all 17 atoms, in Å:
C -0.098 -0.746 0.604
C 0.244 0.168 -0.326
N 1.669 0.337 -0.719
N 0.529 -1.160 1.746
H -1.066 -1.199 0.450
H -0.441 0.687 -0.977
H 1.815 -0.242 -1.542
H 2.030 1.241 -1.031
H 2.388 0.007 -0.069
H -0.156 -1.419 2.434
H 1.513 -1.198 1.952
H 1.496 1.621 -3.541
H 0.465 2.701 -3.263
O 0.748 1.828 -2.966
H -3.719 -1.422 1.980
H -3.239 -0.031 2.333
O -2.937 -0.860 1.943

Computed properties:
Net charge = +1
Orbital gap = 9.107 eV
Highest occupied orbital energy = -12.55 eV
Multiplicity = 1
Electronic energy = -9320.178 eV



# 3
Molecular formula: C43H72ClI3N7O6
Method: DFT, wB97M-V/def2-TZVPD

Positions of all 132 atoms, in Å:
C 2.991 0.585 -3.342
C 1.832 -0.064 -3.302
C 0.581 -1.012 -3.078
C 0.108 -1.369 -1.569
C 0.600 -0.406 -0.306
C 0.238 1.170 -0.367
C -1.039 1.697 -1.131
O -2.238 1.833 -0.709
I -0.783 2.424 -3.215
N 2.076 -0.263 -0.281
C 2.739 0.384 0.839
C 3.811 1.532 0.330
C 3.330 3.023 0.810
C 3.306 3.987 -0.516
C -0.135 -1.344 0.853
O -1.452 -0.713 1.074
Cl 0.377 -1.029 2.639
C -0.112 -2.916 0.340
C -1.055 -4.024 1.123
C -1.878 -3.517 2.383
C -2.770 -4.802 2.919
N -4.241 -4.529 2.909
C 1.237 -3.465 1.042
O 2.461 -2.732 1.041
N 3.424 -3.552 1.597
O 3.596 -3.140 2.721
N -0.236 -2.842 -1.200
C -1.679 -2.817 -1.771
C -2.016 -2.921 -3.300
C -3.453 -2.864 -3.951
C -4.435 -2.677 -2.745
C -4.044 -2.529 -1.283
N -2.723 -2.593 -0.834
C 0.519 -3.935 -1.910
I 2.724 -3.677 -2.124
C 0.165 -5.464 -1.574
C -1.178 -6.055 -2.286
I 1.801 -6.642 -2.535
H 3.967 1.175 -3.120
H 0.793 -1.948 -3.747
H -0.295 -0.495 -3.663
H -0.971 -0.902 -1.636
H 1.120 1.778 -0.838
H 0.193 1.551 0.738
H 2.592 -0.983 -0.797
H 3.405 -0.394 1.407
H 2.110 0.903 1.643
H 3.758 1.536 -0.818
H 4.889 1.306 0.686
H 2.302 3.032 1.328
H 4.094 3.483 1.540
H 2.258 4.057 -1.005
H 4.043 3.621 -1.327
H 3.578 5.071 -0.193
H -1.888 -0.450 0.240
H -1.811 -4.550 0.396
H -0.456 -4.972 1.465
H -1.206 -3.244 3.300
H -2.651 -2.681 2.201
H -2.385 -5.151 3.963
H -2.578 -5.694 2.193
H -4.407 -3.554 3.219
H -4.640 -4.657 1.953
H 1.504 -4.539 0.648
H 1.030 -3.663 2.181
H -1.171 -3.018 -4.100
H -3.709 -2.944 -5.063
H -5.562 -2.648 -3.013
H -4.879 -2.365 -0.492
H 0.374 -3.946 -3.072
H 0.201 -5.815 -0.493
H -1.097 -5.736 -3.408
H -2.157 -5.605 -1.882
H -1.146 -7.206 -2.285
C 7.929 0.890 4.721
C 7.983 2.287 4.034
C 9.263 3.082 4.423
C 9.206 3.875 5.725
C 7.895 4.645 5.857
C 6.674 3.723 5.670
N 6.713 3.003 4.352
O 6.480 3.929 3.364
C 6.630 2.726 6.856
C 5.370 4.547 5.837
C 8.150 1.944 2.521
H 7.002 0.725 5.276
H 7.950 0.071 3.997
H 8.764 0.738 5.412
H 9.490 3.803 3.630
H 10.124 2.405 4.464
H 9.350 3.210 6.582
H 10.040 4.584 5.755
H 7.860 5.128 6.841
H 7.881 5.460 5.124
H 5.766 2.057 6.777
H 6.539 3.263 7.806
H 7.525 2.112 6.947
H 5.299 5.382 5.133
H 5.311 4.982 6.840
H 4.488 3.912 5.703
H 7.261 1.439 2.125
H 9.005 1.279 2.370
H 8.339 2.833 1.910
C -7.723 1.287 -1.723
C -6.839 1.679 -2.944
C -7.268 3.040 -3.567
C -8.409 2.999 -4.578
C -8.239 1.853 -5.572
C -8.036 0.504 -4.853
N -6.865 0.543 -3.912
O -5.721 0.595 -4.672
C -9.346 0.147 -4.107
C -7.892 -0.629 -5.903
C -5.436 1.935 -2.312
H -8.166 0.293 -1.821
H -7.147 1.228 -0.797
H -8.537 2.001 -1.557
H -6.410 3.482 -4.083
H -7.532 3.746 -2.771
H -9.371 2.923 -4.064
H -8.440 3.945 -5.128
H -9.120 1.808 -6.222
H -7.392 2.072 -6.233
H -9.257 -0.816 -3.592
H -10.179 0.061 -4.814
H -9.654 0.894 -3.376
H -7.062 -0.464 -6.598
H -8.797 -0.708 -6.515
H -7.742 -1.597 -5.414
H -5.007 1.013 -1.903
H -5.508 2.658 -1.494
H -4.724 2.354 -3.030

Computed properties:
Net charge = +1
Orbital gap (alpha / beta) = 5.790 / 4.378 eV
Highest occupied orbital energy (alpha / beta) = -8.97 / -10.28 eV
Multiplicity = 3
Expectation value of S² = 3.019
Electronic energy = -105266.601 eV



# 4
Molecular formula: C4H32NO16
Method: DFT, wB97M-V/def2-TZVPD

Positions of all 53 atoms, in Å:
O 1.250 -1.444 0.932
C 0.707 -0.628 1.639
C -0.742 -0.202 1.478
C -0.819 1.332 1.794
C -1.178 2.158 0.550
O -0.161 2.568 -0.084
O -2.376 2.340 0.245
N -1.521 -1.063 2.324
H 1.242 -0.259 2.548
H -1.145 -0.226 0.465
H -1.536 1.488 2.604
H 0.135 1.746 2.100
H -2.479 -1.255 2.088
H -1.255 -1.211 3.282
H -1.463 -0.619 -2.709
H -0.091 -1.134 -2.319
O -0.784 -0.502 -2.030
H -0.034 -2.433 -1.756
H -0.500 -3.146 -0.416
O 0.173 -3.115 -1.109
H -1.062 0.840 -3.390
H -2.492 1.160 -3.790
O -1.704 0.715 -4.110
H -3.251 0.697 0.525
H -4.519 -0.048 0.186
O -3.667 -0.176 0.602
H -1.248 4.181 -2.199
H -2.306 3.506 -1.399
O -2.166 3.894 -2.283
H 2.749 -0.531 3.641
H 2.473 0.890 3.303
O 2.376 0.272 4.037
H 1.456 -1.929 -3.148
H 0.904 -3.278 -3.275
O 0.596 -2.365 -3.309
H 2.657 -1.364 -1.327
H 2.941 -0.129 -2.239
O 2.868 -1.063 -2.212
H 1.232 2.758 1.572
H 2.657 2.246 1.368
O 2.099 2.699 2.000
H 2.863 2.200 -1.440
H 3.567 1.652 -2.689
O 3.676 2.262 -1.962
H 0.879 -0.046 -0.947
H 0.905 1.501 -0.634
O 1.457 0.689 -0.784
H 0.387 -2.631 3.071
H 1.536 -3.634 2.589
O 1.002 -3.322 3.322
H -2.214 -2.999 0.354
H -1.414 -3.650 1.512
O -1.972 -3.835 0.745

Computed properties:
Net charge = -1
Orbital gap = 9.046 eV
Highest occupied orbital energy = -6.43 eV
Multiplicity = 1
Electronic energy = -38919.954 eV